1.
Below is a cluster of 3 separate species, C25H53BClN4O4 in total in a non-equilibrium geometry, with properties calculated with ωB97M-V/def2-TZVPD.

The charge is +1. For the largest force on an atom, the calculation gives 0.0780 Eh/bohr. Its spin multiplicity is 3. The orbital gap (alpha / beta) is 5.12 / 5.80 eV. The value obtained for the total energy is -1989.0035 a.u. The lowest unoccupied orbital energy (alpha / beta) is -4.91 / -4.91 eV.

Each line ends with the Mulliken spin population.
Geometry (Å):
C 4.52 1.96 3.26  0.000
C 3.85 2.09 1.82  -0.004
C 4.58 1.22 0.71  0.000
C 3.47 0.40 -0.05  -0.008
N 5.54 1.99 -0.17  0.000
Cl 6.32 3.29 0.74  0.000
C 6.73 1.16 -0.66  0.000
C 6.38 0.01 -1.67  0.000
C 6.47 0.09 -3.23  0.000
N 6.02 -1.14 -1.18  0.000
B 4.85 2.75 -1.32  0.000
O 3.56 3.32 -1.15  0.000
O 5.47 2.98 -2.57  0.000
H 3.89 2.46 4.05  0.000
H 5.56 2.37 3.28  0.000
H 4.59 0.88 3.57  0.000
H 3.65 3.15 1.53  0.000
H 2.83 1.62 1.95  0.005
H 5.21 0.48 1.28  0.000
H 2.48 0.92 -0.06  0.008
H 3.30 -0.54 0.56  0.000
H 3.72 0.06 -1.08  0.000
H 7.50 1.85 -1.11  0.000
H 7.21 0.75 0.27  0.000
H 7.07 0.98 -3.59  0.000
H 5.42 0.27 -3.62  0.000
H 6.81 -0.86 -3.69  0.000
H 6.04 -1.05 -0.15  0.000
H 3.00 2.85 -1.80  0.000
H 6.16 3.66 -2.50  0.000
C -3.37 3.24 2.86  0.007
C -2.00 2.54 2.71  0.024
C -0.86 3.58 2.69  0.023
C -0.73 4.32 1.37  -0.020
C -0.59 3.32 0.23  0.004
C -1.74 2.30 0.18  0.043
N -2.00 1.65 1.51  0.337
O -1.06 0.73 1.69  0.592
C -3.01 3.01 -0.34  0.017
C -1.43 1.26 -0.92  -0.047
C -1.86 1.75 4.04  -0.008
H -4.08 2.61 3.41  -0.001
H -3.28 4.18 3.40  -0.001
H -3.87 3.47 1.92  -0.005
H 0.10 3.08 2.89  0.004
H -0.99 4.30 3.50  0.004
H -1.59 4.97 1.21  0.000
H 0.15 4.97 1.39  0.001
H -0.54 3.86 -0.72  0.003
H 0.37 2.80 0.33  0.018
H -3.89 2.37 -0.23  -0.010
H -2.92 3.24 -1.40  0.000
H -3.20 3.96 0.15  0.002
H -0.47 0.75 -0.76  0.001
H -1.36 1.74 -1.90  -0.001
H -2.21 0.50 -0.98  0.013
H -2.60 0.95 4.10  0.000
H -2.02 2.42 4.89  0.001
H -0.87 1.32 4.17  0.000
C -5.03 -4.30 0.32  0.011
C -4.65 -4.67 -1.14  0.033
C -3.70 -5.87 -1.17  0.019
C -2.26 -5.54 -0.79  -0.019
C -1.75 -4.40 -1.66  0.014
C -2.64 -3.15 -1.60  0.009
N -4.09 -3.47 -1.83  0.310
O -4.26 -3.65 -3.14  0.610
C -2.44 -2.46 -0.24  0.044
C -2.10 -2.12 -2.62  -0.006
C -5.99 -5.14 -1.74  -0.005
H -6.03 -3.89 0.37  -0.001
H -5.00 -5.19 0.96  -0.001
H -4.38 -3.56 0.79  -0.007
H -3.68 -6.30 -2.18  0.002
H -4.07 -6.67 -0.52  0.002
H -2.21 -5.28 0.28  0.000
H -1.63 -6.42 -0.92  0.002
H -0.73 -4.14 -1.34  0.002
H -1.66 -4.76 -2.69  0.005
H -3.18 -1.67 -0.09  -0.023
H -1.46 -1.99 -0.18  0.000
H -2.49 -3.14 0.61  0.002
H -2.05 -2.52 -3.64  0.001
H -1.09 -1.82 -2.36  0.000
H -2.72 -1.22 -2.63  -0.002
H -6.71 -4.32 -1.81  -0.002
H -6.43 -5.91 -1.11  0.001
H -5.87 -5.58 -2.73  0.000

---

2.
Below is a cluster of 13 separate species, C15H56N10O18 in total in a non-equilibrium geometry, with properties calculated with ωB97M-V/def2-TZVPD.

The charge is -1. For the largest force on an atom, the calculation gives 0.1584 Eh/bohr. Its spin multiplicity is 2. The orbital gap (alpha / beta) is 2.03 / 8.70 eV. The value obtained for the total energy is -2507.0257 a.u. The lowest unoccupied orbital energy (alpha / beta) is 1.67 / 1.63 eV.

Each line ends with the Mulliken spin population.
Geometry (Å):
C -2.38 3.04 -4.68  0.165
O -3.42 2.45 -5.05  -0.029
N -2.18 3.14 -3.42  0.252
N -1.49 3.66 -5.42  0.015
H -1.39 3.56 -2.95  0.067
H -2.85 2.67 -2.82  0.003
H -1.55 3.61 -6.43  -0.040
H -0.82 4.32 -5.06  -0.033
C -2.65 -1.57 -2.27  0.072
O -1.64 -2.21 -2.22  -0.021
N -3.75 -2.09 -2.58  -0.018
N -2.85 -0.33 -1.90  -0.073
H -4.62 -1.58 -2.70  -0.001
H -3.69 -3.09 -2.66  0.001
H -3.79 0.02 -1.99  0.007
H -1.96 0.14 -1.77  0.000
C -0.36 -0.69 -5.58  0.120
O 0.33 -0.95 -6.53  -0.017
N 0.10 -0.16 -4.45  0.016
N -1.61 -1.02 -5.39  -0.015
H -0.49 0.12 -3.68  0.038
H 1.10 0.02 -4.41  -0.045
H -2.11 -1.44 -6.16  0.001
H -1.95 -0.77 -4.47  0.009
C 1.77 1.92 3.71  0.252
O 1.43 0.75 3.85  -0.073
N 2.97 2.37 4.04  -0.003
N 1.03 2.83 3.21  -0.099
H 3.75 1.77 4.29  -0.003
H 3.16 3.35 3.94  -0.030
H 0.17 2.56 2.76  0.048
H 1.36 3.77 3.08  0.012
C 5.32 -0.43 0.43  0.234
O 5.97 0.17 -0.31  -0.076
N 5.31 -1.78 0.61  -0.021
N 4.39 0.12 1.17  -0.049
H 5.89 -2.39 0.05  0.001
H 4.60 -2.16 1.23  0.002
H 3.76 -0.33 1.82  -0.010
H 4.29 1.11 1.00  0.004
C 1.81 -3.47 -0.94  -0.017
C 2.23 -3.06 0.47  -0.021
O 1.30 -3.43 1.47  -0.003
O 1.70 -4.84 -1.10  0.000
H 2.37 -2.95 -1.71  0.004
H 0.85 -2.97 -1.06  0.002
H 2.58 -2.03 0.52  0.026
H 3.12 -3.68 0.61  -0.004
H 1.35 -4.38 1.57  0.000
H 0.85 -5.14 -0.79  0.000
C -2.93 2.76 1.92  -0.009
C -3.10 2.04 0.54  0.041
O -4.14 2.71 -0.16  -0.002
O -1.83 2.38 2.71  -0.011
H -3.83 2.77 2.53  -0.003
H -2.65 3.80 1.73  0.002
H -3.31 0.97 0.64  -0.008
H -2.16 2.20 0.01  0.043
H -5.03 2.50 0.13  -0.002
H -2.10 1.58 3.15  0.004
C 0.64 0.14 -0.80  0.274
C 0.15 -0.20 0.67  -0.269
O -0.94 -1.15 0.52  0.068
O -0.32 0.79 -1.62  -0.251
H 0.86 -0.73 -1.41  -0.109
H 1.67 0.49 -0.68  0.424
H -0.38 0.66 1.08  -0.006
H 0.98 -0.49 1.32  -0.045
H -1.41 -0.95 -0.29  -0.017
H 0.07 1.52 -2.11  0.016
C -0.36 -4.81 4.39  -0.001
C 0.67 -3.73 4.60  -0.001
O 0.25 -2.55 3.86  -0.008
O -0.38 -5.42 3.04  -0.001
H -1.28 -4.36 4.77  0.000
H -0.12 -5.62 5.07  0.000
H 1.67 -4.01 4.27  0.001
H 0.72 -3.44 5.65  0.000
H 0.67 -2.53 3.00  0.000
H -0.87 -4.95 2.37  0.000
C 0.90 5.06 -0.39  -0.072
C -0.12 4.82 -1.45  0.272
O 0.11 3.59 -2.07  -0.716
O 2.18 5.09 -0.99  -0.845
H 0.91 4.20 0.29  0.323
H 0.65 6.00 0.10  0.117
H -0.10 5.71 -2.08  -0.051
H -1.09 4.73 -0.98  0.067
H 0.94 3.70 -2.53  0.791
H 2.41 4.20 -1.27  0.358
O -2.72 -0.78 2.70  -0.002
H -1.95 -1.34 2.66  0.001
H -3.34 -1.17 2.09  0.000
O -1.74 -3.84 0.98  -0.004
H -2.63 -3.97 0.65  0.001
H -1.55 -2.92 0.81  -0.003
O 3.02 -1.48 3.41  -0.014
H 2.54 -0.66 3.50  -0.002
H 3.06 -1.84 4.30  0.001